ORCA calculation (wB97M-V/def2-TZVPD) on a molecular structure, C26H34ClO2Tm.

Its spin multiplicity is 3. For the largest force on an atom, the calculation gives 4.27 eV/A. The molecular weight is 582.9 g/mol. Its expectation value of S² is 2.00. As for the energy: -2706.87508 a.u.

Cartesian coordinates (Å):
Tm: 0.48651 2.07259 -0.75305
Cl: -3.53742 -1.79979 0.25377
O: -3.75867 2.10211 -3.39693
O: 0.04375 3.62930 -2.02287
C: -0.85260 -1.77891 3.87402
C: -1.92875 -0.53461 2.04959
C: -2.55497 -1.77967 1.64808
C: -0.68956 0.08394 -1.95610
C: -4.17973 0.90844 -5.44239
C: 2.61348 2.23910 0.54503
C: -3.10535 1.60105 -4.59450
C: -2.39736 -2.93657 2.39870
C: -4.78533 1.12251 -3.09946
C: -0.02798 -0.56347 -0.88052
C: 1.22180 4.06563 0.80251
C: -5.27282 0.50892 -4.41819
C: 0.30693 0.68045 -2.79858
C: 0.91987 4.55310 -4.16901
C: -1.05073 -0.59971 3.18527
C: 0.79138 5.96780 -2.05374
C: -1.43772 3.91712 -2.00963
C: 0.17702 4.87958 -2.89382
C: 1.37008 -0.32234 -0.99553
C: 1.54642 1.86433 1.42151
C: -2.10595 0.66162 1.36637
C: 2.41951 3.59717 0.16580
C: 0.65993 2.98515 1.54866
C: 1.59874 0.41931 -2.20578
C: -1.53400 -2.94766 3.51001
C: -1.34327 5.04024 -3.02017
H: 2.13274 -0.70212 -0.32897
H: -1.72669 4.29783 -1.02878
H: 0.86377 5.09020 0.82477
H: -1.80460 1.59042 1.85854
H: -3.75746 0.06779 -5.98541
H: -4.62326 1.58245 -6.17951
H: 2.56699 0.64310 -2.65602
H: -6.22457 0.95122 -4.71399
H: -1.72256 5.97471 -2.61952
H: 1.44956 0.90197 1.92732
H: -0.55588 0.32600 3.51029
H: -2.35465 0.84757 -4.27511
H: -5.40128 -0.56914 -4.34204
H: -1.74849 4.80218 -3.99839
H: 0.89641 6.89635 -2.62450
H: 3.14855 4.21408 -0.36692
H: -4.31289 0.33770 -2.47812
H: 3.48857 1.64747 0.28444
H: 1.88530 4.08635 -3.93044
H: -0.23831 3.04650 2.17043
H: -1.74978 0.01178 -2.18707
H: -0.14780 -1.81133 4.70692
H: -1.40932 -3.86602 4.09017
H: -0.52644 -1.20028 -0.14828
H: -2.03835 3.06567 -2.33415
H: -2.60196 2.44180 -5.08982
H: 0.16395 6.18822 -1.18367
H: 0.13374 1.11269 -3.78305
H: 1.77821 5.66666 -1.69874
H: -2.94139 -3.83275 2.11619
H: -2.70989 0.72443 0.46341
H: 0.32884 3.88760 -4.81279
H: -5.59016 1.61913 -2.52706
H: 1.10859 5.47444 -4.74261